No. 1
Computed, not measured: C19H19ClIN4O5PdS as an isolated structure, with ωB97M-V/def2-TZVPD.

Orbital gap (spin up / spin down): 6.91 / 6.37 eV
Molar mass: 684.23 g mol⁻¹
Electronic energy: -71149.2259 eV
HOMO energy (spin up / spin down): -0.179 / -0.181 Ha
2S+1: 3
Net charge: -1
LUMO energy (spin up / spin down): 2.04 / 1.45 eV

Positions of all 51 atoms, in Å:
Pd1 0.993 -0.891 0.166
N1 4.628 -1.049 2.552
C1 3.370 -1.035 1.977
S1 3.312 -0.741 0.251
N2 2.381 -1.191 2.778
N3 1.130 -1.162 2.143
C2 0.119 -1.280 2.903
C3 -1.268 -1.388 2.522
C4 -2.198 -1.447 3.574
C5 -3.542 -1.625 3.358
C6 -3.986 -1.761 2.032
C7 -3.103 -1.696 0.980
C8 -1.715 -1.484 1.180
O1 -0.955 -1.435 0.128
H1 5.397 -1.209 1.929
H2 4.682 -1.491 3.453
H3 0.353 -1.345 3.960
H4 -1.824 -1.347 4.589
H5 -4.240 -1.660 4.185
H6 -5.042 -1.919 1.832
H7 -3.439 -1.781 -0.047
C9 1.562 3.079 -1.900
C10 0.084 3.009 -2.206
C11 -0.329 2.514 -3.445
C12 -1.664 2.447 -3.794
Cl1 -2.117 1.857 -5.383
C13 -2.644 2.842 -2.901
C14 -2.250 3.320 -1.665
C15 -0.908 3.424 -1.320
O2 -0.679 4.012 -0.112
C16 0.353 3.487 0.725
C17 0.243 1.962 0.825
O3 -0.800 1.495 1.272
O4 1.303 1.358 0.387
H8 2.132 2.743 -2.768
H9 1.826 2.437 -1.056
H10 1.869 4.104 -1.665
H11 0.421 2.169 -4.148
H12 -3.692 2.758 -3.161
H13 -2.982 3.622 -0.926
H14 0.160 3.912 1.705
H15 1.343 3.779 0.389
N4 0.295 -4.504 -1.542
C18 1.367 -3.779 -1.089
O5 1.409 -3.411 0.073
C19 2.430 -3.494 -2.046
I1 0.971 -0.591 -2.455
H16 -0.505 -4.423 -0.931
H17 0.079 -4.416 -2.524
H18 2.351 -3.793 -3.086
H19 3.318 -2.987 -1.699

Cartesian forces (eV/Å) of the 2 atoms listed first:
Pd 0.89 0.39 -0.09
N -0.13 0.20 -0.24

Results of the natural (NBO) charge analysis, in e, for atoms 1 through 2: 1.073 -0.814

No. 2
Computed, not measured: C2H3N3O in the gas phase, with ωB97M-V/def2-TZVPD.

Orbital gap: 9.82 eV
Molar mass: 85.07 g mol⁻¹
Electronic energy: -8639.1293 eV
HOMO energy: -0.332 Ha
LUMO energy: 0.78 eV

Positions of all 9 atoms, in Å:
H1 2.501 0.680 -0.008
N1 2.005 -0.193 0.016
C1 0.766 -0.041 0.013
N2 -0.056 1.057 -0.095
N3 -1.407 0.711 0.014
C2 -1.349 -0.566 0.016
O1 -0.100 -1.108 -0.011
H2 0.207 2.039 0.333
H3 -2.211 -1.231 0.051

Cartesian forces (eV/Å) of the 2 atoms listed first:
H 0.16 0.33 -0.01
N 0.38 -0.54 0.21

Results of the natural (NBO) charge analysis, in e, for atoms 1 through 2: 0.350 -0.727

No. 3
Computed, not measured: an isolated ion of composition C4H9N2 and charge +1, with ωB97M-V/def2-TZVPD.

Orbital gap: 8.03 eV
Molar mass: 85.13 g mol⁻¹
Electronic energy: -7263.8976 eV
HOMO energy: -0.477 Ha
Net charge: +1
LUMO energy: -4.95 eV

Positions of all 15 atoms, in Å:
C1 1.086 -0.932 -1.060
C2 -0.430 -0.470 1.062
C3 -1.406 -1.223 1.890
C4 1.020 1.336 -1.845
N1 0.036 -0.951 -0.092
N2 1.485 -0.020 -1.789
H1 -0.021 0.570 1.353
H2 -1.824 -0.615 2.664
H3 -0.929 -2.057 2.346
H4 -2.284 -1.564 1.181
H5 1.357 1.950 -0.987
H6 1.461 1.901 -2.600
H7 -0.003 1.273 -2.213
H8 -0.529 -1.792 -0.244
H9 2.239 -0.278 -2.449

Cartesian forces (eV/Å) of the 2 atoms listed first:
C 0.16 -4.14 2.22
C 2.34 2.51 -1.32

Results of the natural (NBO) charge analysis, in e, for atoms 1 through 2: 0.294 0.253

No. 4
Computed, not measured: a 17-piece molecular cluster, H34O17 overall, with ωB97M-V/def2-TZVPD.

Orbital gap (spin up / spin down): 10.18 / 3.00 eV
Molar mass: 306.25 g mol⁻¹
Electronic energy: -35347.2383 eV
HOMO energy (spin up / spin down): -0.485 / -0.485 Ha
2S+1: 2
Net charge: +1
LUMO energy (spin up / spin down): -3.02 / -10.18 eV

Positions of all 51 atoms, in Å:
O1 -3.556 0.647 1.692
H1 -3.216 0.763 0.787
H2 -3.072 1.077 2.407
O2 -2.093 -4.184 2.850
H3 -1.951 -4.526 3.742
H4 -1.877 -3.253 2.823
O3 -4.554 3.003 1.843
H5 -4.467 2.080 1.518
H6 -4.288 3.508 1.059
O4 -0.330 0.695 1.319
H7 -0.847 0.647 0.482
H8 -0.976 1.368 1.659
O5 1.844 1.198 0.323
H9 2.524 1.831 0.039
H10 1.506 1.468 1.190
O6 1.675 -0.789 3.341
H11 1.696 -1.446 2.601
H12 0.929 -1.025 3.923
O7 -0.862 -2.883 0.361
H13 -0.169 -3.444 -0.007
H14 -0.830 -2.263 -0.362
O8 3.313 -3.439 -1.386
H15 2.562 -3.865 -1.804
H16 3.871 -4.108 -0.952
O9 -0.993 1.740 4.524
H17 -1.305 1.574 5.414
H18 -0.932 2.646 4.213
O10 -0.688 0.869 -4.248
H19 -1.060 0.837 -3.349
H20 -0.201 0.080 -4.556
O11 4.300 2.886 -0.509
H21 4.397 2.848 -1.467
H22 4.283 1.982 -0.194
O12 -4.384 1.351 -1.152
H23 -4.551 0.406 -1.147
H24 -5.276 1.683 -1.015
O13 3.050 -2.187 0.965
H25 3.471 -1.643 0.283
H26 3.044 -3.027 0.466
O14 0.542 -1.988 -1.950
H27 0.862 -1.272 -1.393
H28 -0.376 -1.992 -2.224
O15 3.074 0.064 -3.271
H29 2.310 0.550 -3.676
H30 3.459 -0.342 -4.096
O16 2.033 4.098 -0.981
H31 2.772 3.467 -0.967
H32 2.317 4.950 -1.307
O17 -2.107 -0.697 -2.336
H33 -1.804 -1.093 -3.159
H34 -3.068 -0.850 -2.314

Cartesian forces (eV/Å) of the 2 atoms listed first:
O -0.15 -1.22 -0.37
H 0.13 0.35 0.76

Results of the natural (NBO) charge analysis, in e, for atoms 1 through 2: -0.951 0.485

No. 5
Computed, not measured: C6H11NO7Zn as an isolated structure, with ωB97M-V/def2-TZVPD.

Orbital gap (spin up / spin down): 4.07 / 4.08 eV
Molar mass: 274.54 g mol⁻¹
Electronic energy: -70631.5041 eV
HOMO energy (spin up / spin down): -0.066 / -0.066 Ha
2S+1: 2
Net charge: -1
LUMO energy (spin up / spin down): 2.28 / 2.28 eV

Positions of all 26 atoms, in Å:
Zn1 -0.639 0.311 -0.779
C1 -2.090 -1.330 -2.253
O1 -0.949 -1.398 -1.840
O2 -2.280 -0.890 -3.347
O3 -2.385 -0.322 -1.594
C2 -1.313 2.670 -1.617
O4 -2.363 2.896 -2.226
O5 -1.181 2.303 -0.521
O6 -0.772 1.745 -2.226
C3 0.346 -2.313 1.367
C4 0.213 -0.771 1.699
C5 1.457 0.042 1.276
O7 1.247 0.412 -0.076
C6 2.367 1.221 -0.471
N1 -1.065 -0.344 1.147
H1 -0.490 -2.892 1.761
H2 1.262 -2.811 1.684
H3 0.094 -2.434 0.314
H4 0.129 -0.680 2.782
H5 2.455 -0.335 1.498
H6 1.360 0.877 1.971
H7 3.307 0.670 -0.439
H8 2.369 2.058 0.226
H9 2.059 1.579 -1.454
H10 -1.817 -0.829 1.615
H11 -1.320 0.565 1.504

Cartesian forces (eV/Å) of the 2 atoms listed first:
Zn -0.79 2.23 -2.05
C 3.36 6.15 -1.48

Results of the natural (NBO) charge analysis, in e, for atoms 1 through 2: 1.699 0.850

No. 6
Computed, not measured: C6H11N3 in the gas phase, with ωB97M-V/def2-TZVPD.

Orbital gap (spin up / spin down): 8.10 / 7.42 eV
Molar mass: 125.17 g mol⁻¹
Electronic energy: -10865.8877 eV
HOMO energy (spin up / spin down): -0.293 / -0.283 Ha
LUMO energy (spin up / spin down): 0.12 / -0.29 eV

Positions of all 20 atoms, in Å:
C1 1.513 -0.471 1.796
C2 -0.862 -0.034 0.506
C3 0.912 0.233 -0.656
C4 0.710 -0.083 0.612
N1 -1.402 1.068 1.319
N2 1.920 0.560 -1.498
C5 -0.676 0.359 -0.984
C6 -1.291 -0.395 -2.014
N3 -1.360 -1.296 0.802
H1 -2.411 1.080 1.186
H2 -1.269 0.812 2.293
H3 1.747 0.576 -2.490
H4 2.714 1.086 -1.174
H5 -1.573 -1.816 -0.048
H6 -0.765 1.446 -1.119
H7 2.528 -0.760 1.515
H8 1.036 -1.316 2.297
H9 1.581 0.353 2.515
H10 -1.102 -0.175 -3.057
H11 -1.949 -1.226 -1.802

Cartesian forces (eV/Å) of the 2 atoms listed first:
C 0.10 0.27 0.16
C 1.37 0.90 -0.02

Results of the natural (NBO) charge analysis, in e, for atoms 1 through 2: -0.655 0.182

Q: Among the records above, which one has the lowest electronic energy?
A: C19H19ClIN4O5PdS

Q: Among the records above, which one has the highest electronic energy?
A: C4H9N2

Q: What is the formula in the first record?
A: C19H19ClIN4O5PdS

What did the third record say?
Computed, not measured: an isolated ion of composition C4H9N2 and charge +1, with ωB97M-V/def2-TZVPD.

Orbital gap: 8.03 eV
Molar mass: 85.13 g mol⁻¹
Electronic energy: -7263.8976 eV
HOMO energy: -0.477 Ha
Net charge: +1
LUMO energy: -4.95 eV

Positions of all 15 atoms, in Å:
C1 1.086 -0.932 -1.060
C2 -0.430 -0.470 1.062
C3 -1.406 -1.223 1.890
C4 1.020 1.336 -1.845
N1 0.036 -0.951 -0.092
N2 1.485 -0.020 -1.789
H1 -0.021 0.570 1.353
H2 -1.824 -0.615 2.664
H3 -0.929 -2.057 2.346
H4 -2.284 -1.564 1.181
H5 1.357 1.950 -0.987
H6 1.461 1.901 -2.600
H7 -0.003 1.273 -2.213
H8 -0.529 -1.792 -0.244
H9 2.239 -0.278 -2.449

Cartesian forces (eV/Å) of the 2 atoms listed first:
C 0.16 -4.14 2.22
C 2.34 2.51 -1.32

Results of the natural (NBO) charge analysis, in e, for atoms 1 through 2: 0.294 0.253